Entry from the Open Molecules 2025 dataset: an isolated ion of composition C4H9NO2 and charge +1 in a non-equilibrium geometry (ωB97M-V/def2-TZVPD).

```
16
Properties=species:S:1:pos:R:3
C 1.50388 -0.43786 0.88930
N 0.11124 -0.70976 0.56163
C -0.82166 -0.77354 1.64755
C -0.26902 -0.45642 -0.76541
C -0.37178 1.09738 -1.15295
O 0.79095 1.54899 -1.75272
O 1.83468 -0.20808 1.99997
H 2.14742 -0.45430 -0.00201
H -0.43697 -1.39487 2.42906
H -0.89843 0.23761 2.08231
H -1.82015 -0.97016 1.27899
H -1.19577 -0.96216 -1.03656
H 0.47354 -0.92170 -1.41686
H -1.21652 1.09878 -1.83057
H -0.48906 1.65882 -0.23098
H 0.65765 1.64728 -2.70074
```

Output
<S²>	0.760
total energy	-9869.6211	eV
E_LUMO (alpha / beta)	-3.621 / -8.336	eV
charge	+1
energy above the lowest of the compared OMol25 structures with the same formula, charge and spin	36.5	kcal per mole
Kohn-Sham gap (alpha / beta)	0.429 / 0.265	Eh
E_HOMO (alpha / beta)	-15.30 / -15.54	eV
multiplicity	2

Entry from the Open Molecules 2025 dataset: C8H7O6Re as an isolated structure in a non-equilibrium geometry (ωB97M-V/def2-TZVPD).

```
22
Properties=species:S:1:pos:R:3
O -1.06934 -4.87923 1.57913
C -0.86932 -3.78883 1.27649
Re 0.38312 0.88326 0.01028
C -0.63447 2.27127 0.91109
O -1.24545 3.10181 1.45863
C 1.78153 2.22248 -0.34383
O 2.60246 3.02002 -0.55628
C -0.01969 0.70483 -1.92680
O -0.26264 0.60053 -3.05920
C 1.33609 -0.12286 1.41637
O 1.88585 -0.71316 2.25466
H -0.45179 -2.09829 0.81573
C -3.23433 0.90035 -0.66308
C -2.64666 -0.22640 0.09097
C -3.54353 -1.24880 0.67082
O -1.39072 -0.35833 0.28615
H -4.26993 0.63840 -0.91325
H -2.69199 1.10715 -1.59495
H -3.25736 1.81605 -0.05315
H -3.11143 -2.25056 0.60317
H -3.73704 -1.02025 1.72992
H -4.50226 -1.22568 0.14417
```

Output
<S²>	3.774
total energy	-22785.5272	eV
E_LUMO (alpha / beta)	-14.895 / -15.863	eV
charge	+3
energy above the lowest of the compared OMol25 structures with the same formula, charge and spin	33.5	kcal per mole
Kohn-Sham gap (alpha / beta)	0.247 / 0.246	Eh
E_HOMO (alpha / beta)	-21.62 / -22.56	eV
multiplicity	4

Entry from the Open Molecules 2025 dataset: a 2-piece molecular cluster, C5H9N2 overall in a non-equilibrium geometry (ωB97M-V/def2-TZVPD).

```
16
Properties=species:S:1:pos:R:3
C 1.78144 -0.46054 0.84805
C 1.86917 -0.72413 -0.59490
C 1.99994 0.73098 -0.03659
C -2.53727 0.36634 -0.41928
C -2.94589 -0.61647 0.41172
N -0.02687 2.02243 -0.51212
N 0.93305 1.54300 -0.26222
H 0.87260 -0.60215 1.41630
H 2.74426 -0.58434 1.49750
H 2.71366 -1.34001 -1.14646
H 0.97362 -0.82829 -1.09932
H 2.97625 1.26384 0.10303
H -3.42532 0.66966 -1.07145
H -1.49711 0.78549 -0.49259
H -2.40152 -1.23579 1.06004
H -4.03003 -0.99001 0.29830
```

Output
<S²>	2.006
total energy	-8295.5350	eV
E_LUMO (alpha / beta)	-5.491 / -9.336	eV
charge	+1
energy above the lowest of the compared OMol25 structures with the same formula, charge and spin	106.6	kcal per mole
Kohn-Sham gap (alpha / beta)	0.145 / 0.195	Eh
E_HOMO (alpha / beta)	-9.43 / -14.65	eV
multiplicity	3

Entry from the Open Molecules 2025 dataset: a 4-piece molecular cluster, C24H52FN3O16P3S overall in a non-equilibrium geometry (ωB97M-V/def2-TZVPD).

```
100
Properties=species:S:1:pos:R:3
C 2.58876 -2.91166 -0.22716
C 3.86185 -2.48102 0.63782
P 5.36652 -2.01020 -0.43965
C 5.07517 -2.95336 -2.04557
C 5.14793 -0.14901 -0.70087
N 3.80413 -0.05506 -1.43831
C 3.74990 1.29105 -1.93584
N 2.65029 1.97110 -2.19068
O 1.42957 1.38724 -1.98381
C 1.01934 1.49163 -0.58443
C -0.51512 1.76219 -0.39221
C -1.28391 0.37023 -0.30187
C -0.80436 2.51132 0.96992
C -0.78759 4.10224 0.81813
C 0.13163 2.08053 2.16151
P 2.68817 3.62432 -2.75958
O 4.00288 4.10681 -3.28100
O 1.58817 3.67548 -4.03080
O 2.10601 4.58296 -1.52260
N 5.10094 1.74485 -2.06295
C 6.03638 0.64184 -1.73101
P 7.72734 1.11844 -1.04091
O 7.63974 2.27291 -0.05516
S 6.40462 -0.10248 -3.38038
O 7.51106 -1.05742 -3.20222
O 5.21687 -0.58292 -4.09883
F 7.01225 1.15602 -4.25569
H 1.68263 -2.69214 0.40017
H 2.47663 -2.31689 -1.16332
H 2.63021 -3.98511 -0.52237
H 4.12375 -3.26608 1.37990
H 3.54076 -1.53725 1.16914
H 4.65003 -3.96802 -1.82426
H 5.99244 -3.02031 -2.66812
H 4.25423 -2.41341 -2.59537
H 4.92398 0.42026 0.23604
H 3.17518 0.00337 -0.62627
H 1.21373 0.48623 -0.10238
H 1.67426 2.20565 -0.01158
H -0.92331 2.32459 -1.27164
H -1.29235 -0.17451 -1.27634
H -2.33762 0.51447 0.05327
H -0.77833 -0.27472 0.47167
H -1.85816 2.25382 1.26077
H -0.17851 4.41545 -0.06524
H -1.85834 4.41671 0.70605
H -0.36095 4.51090 1.76821
H -0.40093 2.14390 3.14742
H 1.00446 2.79077 2.21602
H 0.55233 1.04837 2.08116
H 1.36029 4.62119 -4.08058
H 1.32259 5.04827 -1.86045
H 5.38151 2.47255 -1.38424
H 8.63255 1.47633 -2.09343
H 8.26256 -0.07754 -0.45371
C 6.55180 -7.71329 3.57602
C 7.21332 -6.41566 3.99538
O 8.34413 -6.12420 3.16422
C 8.06109 -5.57536 1.98264
O 6.96412 -5.30054 1.56972
O 9.21001 -5.39775 1.32442
C 9.04819 -4.87407 0.00752
H 7.28279 -8.52342 3.54599
H 5.75365 -7.98105 4.26977
H 6.12479 -7.63045 2.57500
H 7.59320 -6.51047 5.01303
H 6.50570 -5.58418 3.99146
H 8.44915 -3.96236 0.01597
H 8.59371 -5.62511 -0.64017
H 10.03852 -4.63540 -0.37606
C -8.28558 3.88111 -0.24947
C -7.49345 2.80106 0.45915
O -6.14465 3.22971 0.69978
C -5.97812 4.02318 1.76024
O -6.83623 4.38906 2.51507
O -4.68193 4.35645 1.82706
C -4.37092 5.26335 2.88533
H -7.76850 4.20328 -1.15575
H -9.27846 3.51768 -0.51720
H -8.40038 4.76264 0.38363
H -7.43141 1.91755 -0.17709
H -7.97493 2.49506 1.38966
H -4.73572 4.89433 3.84366
H -4.79000 6.24662 2.66900
H -3.28655 5.35118 2.93925
C -12.64852 -0.72627 -2.40666
C -11.42632 -1.59384 -2.18194
O -10.52767 -0.98230 -1.24695
C -10.85144 -1.13564 0.03970
O -11.80028 -1.73546 0.46568
O -9.94036 -0.48687 0.77473
C -10.20332 -0.51275 2.17774
H -12.35297 0.28501 -2.69377
H -13.28128 -1.14676 -3.18938
H -13.24096 -0.63970 -1.49435
H -10.87536 -1.70005 -3.11722
H -11.70155 -2.59788 -1.85389
H -10.34843 -1.53262 2.53336
H -11.07603 0.10030 2.40593
H -9.33703 -0.08905 2.68338
```

Output
total energy	-104372.1255	eV
E_LUMO	-4.061	eV
charge	+1
Kohn-Sham gap	0.269	Eh
E_HOMO	-11.38	eV
multiplicity	1

Question: Number 2 is which compound?
Answer: C8H7O6Re